No. 1
Below is a structure of composition C6H18N3NaO12S3 at a distorted geometry, with properties calculated with ωB97M-V/def2-TZVPD.

Last column: Löwdin charge in e.
Cartesian coordinates (Å):
1 Na -0.19 -0.22 0.69  0.27
2 N -1.78 0.12 3.83  -0.61
3 O -2.91 0.34 4.35  -0.11
4 O -0.79 0.01 4.54  -0.01
5 O -1.68 0.02 2.57  -0.10
6 N 0.90 -3.19 2.16  -0.60
7 O 0.50 -2.40 1.26  -0.11
8 O 0.92 -2.83 3.34  -0.01
9 O 1.33 -4.33 1.85  -0.10
10 N 3.23 0.16 2.09  -0.61
11 O 3.37 -0.18 3.27  -0.03
12 O 2.09 0.24 1.58  -0.07
13 O 4.24 0.38 1.38  -0.12
14 C -2.09 3.41 1.53  -0.24
15 S -0.41 3.40 0.86  0.86
16 O -0.26 2.07 0.23  -0.52
17 C -0.61 4.63 -0.46  -0.27
18 H -2.54 4.33 1.89  0.05
19 H -2.09 2.65 2.32  0.04
20 H -2.69 2.95 0.74  0.06
21 H 0.34 4.78 -0.97  0.04
22 H -1.04 5.54 -0.05  0.04
23 H -1.30 4.30 -1.24  0.05
24 C -1.79 -2.92 -0.88  -0.25
25 S -2.16 -1.54 -1.98  0.84
26 O -1.64 -0.33 -1.29  -0.54
27 C -3.95 -1.50 -1.76  -0.27
28 H -2.28 -3.84 -1.20  0.05
29 H -2.09 -2.70 0.14  0.07
30 H -0.71 -3.07 -0.92  0.05
31 H -4.46 -2.43 -1.98  0.05
32 H -4.24 -0.69 -2.43  0.04
33 H -4.22 -1.21 -0.74  0.06
34 C 4.37 -0.74 -3.01  -0.27
35 S 2.59 -0.61 -3.38  0.80
36 O 2.04 -1.95 -3.77  -0.58
37 C 2.05 -0.17 -1.70  -0.23
38 H 4.91 -1.29 -3.77  0.04
39 H 4.57 -1.16 -2.02  0.05
40 H 4.73 0.29 -2.93  0.05
41 H 1.94 0.91 -1.68  0.06
42 H 2.72 -0.59 -0.95  0.05
43 H 1.08 -0.64 -1.52  0.04

Output
ΔE to the lowest compared entry with this formula, charge and spin (kJ/mol): 0.0
HOMO-LUMO gap (eV): 5.7
HOMO (eV): -2.046
Charge: -2

=====

No. 2
Below is a structure of composition C11H21F9MnO2P2 at a distorted geometry, with properties calculated with ωB97M-V/def2-TZVPD.

Last column: Löwdin charge in e.
Cartesian coordinates (Å):
1 Mn 0.54 -0.02 -0.57  0.41
2 H -2.83 -0.35 -1.51  0.06
3 H -2.82 0.40 -1.57  0.07
4 P 0.06 -2.01 -1.45  0.79
5 P 0.05 2.00 -1.44  0.79
6 C 1.43 3.05 -0.85  -0.19
7 H 1.19 4.10 -1.08  0.08
8 H 1.54 2.91 0.23  0.06
9 H 2.35 2.77 -1.36  0.06
10 C -0.34 2.58 -3.12  -0.20
11 H -1.31 2.19 -3.43  0.06
12 H -0.34 3.68 -3.14  0.08
13 H 0.43 2.22 -3.81  0.07
14 C -1.29 2.69 -0.41  -0.19
15 H -1.10 2.52 0.65  0.04
16 H -1.35 3.77 -0.61  0.09
17 H -2.26 2.23 -0.63  0.04
18 C -0.15 -2.60 -3.15  -0.20
19 H -0.20 -3.69 -3.18  0.09
20 H -1.06 -2.17 -3.58  0.07
21 H 0.71 -2.28 -3.76  0.07
22 C 1.36 -3.09 -0.73  -0.19
23 H 1.37 -2.93 0.36  0.06
24 H 1.13 -4.14 -0.97  0.08
25 H 2.33 -2.83 -1.15  0.06
26 C -1.38 -2.70 -0.56  -0.19
27 H -2.33 -2.23 -0.86  0.03
28 H -1.45 -3.77 -0.77  0.09
29 H -1.29 -2.54 0.52  0.05
30 C 2.31 -0.02 -0.84  -0.07
31 O 3.43 -0.03 -0.55  0.30
32 H 0.15 0.01 -2.08  0.04
33 F -1.90 1.24 2.57  0.15
34 C -1.41 0.08 3.07  -0.47
35 F -1.75 0.01 4.40  0.18
36 F -2.03 -0.94 2.44  0.15
37 C 0.15 0.03 2.77  -0.26
38 O 0.49 0.06 1.48  -0.14
39 C 0.86 1.31 3.48  -0.47
40 F 0.54 1.39 4.80  0.18
41 F 2.21 1.24 3.33  0.15
42 F 0.49 2.49 2.91  0.14
43 C 0.73 -1.33 3.41  -0.47
44 F 0.50 -1.46 4.75  0.18
45 F 0.20 -2.45 2.83  0.13
46 F 2.06 -1.39 3.17  0.15

Output
Spin multiplicity: 4
HOMO-LUMO gap (spin up / spin down) (eV): 6.0 / 6.6
HOMO (spin up / spin down) (eV): -16.815 / -17.478
Charge: +2